A | DFT (wB97M-V/def2-TZVPD) results for an isolated molecule of C4H4O2S.

```
11
C4H4O2S | the OMol25 dataset | wB97M-V/def2-TZVPD
O 0.73 0.43 -0.20
C -0.50 0.54 -0.81
C 0.64 -0.29 0.89
S -0.67 1.17 -2.53
H -0.77 -1.51 1.81
O 1.74 -0.50 1.62
C -0.55 -0.94 0.92
C -1.37 -0.21 -0.07
H -2.37 -0.48 -0.29
H 2.35 0.40 1.25
H 0.76 1.39 -2.60
```

Output
E_LUMO (eV): 0.391
Total charge: 0
Gap between HOMO and LUMO (eV): 8.20
Structure (SMILES): Oc1ccc(S)o1
M (g mol⁻¹): 116.1

***

B | DFT (wB97M-V/def2-TZVPD) results for an isolated molecule of C4H4O2S.

```
11
C4H4O2S | the OMol25 dataset | wB97M-V/def2-TZVPD
S -0.09 -2.40 1.14
O -2.63 -1.62 1.04
H 1.74 -0.23 0.40
C -0.09 -0.83 0.74
H 0.52 -0.13 -1.08
H -2.78 0.14 0.02
C -2.01 -2.54 1.56
H 0.18 1.03 0.12
C -2.39 -0.30 0.97
O -2.29 -3.51 2.19
C 0.71 0.10 -0.03
```

Output
E_LUMO (eV): -0.847
Total charge: 0
Gap between HOMO and LUMO (eV): 6.78
M (g mol⁻¹): 116.1

***

A is preferred energetically. Next in line: 0.1661 hartree higher.

***

A | DFT (wB97M-V/def2-TZVPD) results for an isolated molecule of C3H4S4.

```
11
C3H4S4 | the OMol25 dataset | wB97M-V/def2-TZVPD
S -2.18 0.67 0.94
S -1.01 -1.43 -0.79
C -1.45 0.31 -0.68
H -2.26 0.43 -1.46
C 1.10 0.14 -0.34
H 2.41 1.05 1.45
C 0.63 -1.27 -0.16
H -1.19 0.29 1.60
S 2.76 0.57 0.17
H 1.14 -2.10 0.27
S 0.04 1.34 -1.00
```

Output
E_LUMO (eV): 0.191
Total charge: 0
Gap between HOMO and LUMO (eV): 8.23
Structure (SMILES): SC1=CS[C@@H](S)S1
M (g mol⁻¹): 168.3

***

B | DFT (wB97M-V/def2-TZVPD) results for a structure of composition C3H4S4.

```
11
C3H4S4 | the OMol25 dataset | wB97M-V/def2-TZVPD
H 2.20 1.27 -1.62
C 2.43 0.02 -0.11
C 1.62 0.86 -0.86
S 3.51 -0.16 1.00
H -0.70 -0.31 1.62
H 1.07 1.69 -0.25
S 0.88 -2.16 -0.73
S -1.53 -0.50 0.63
S 0.02 0.32 -1.75
C -0.51 -1.08 -0.84
H -1.33 -1.50 -1.59
```

Output
E_LUMO (alpha / beta) (eV): -1.456 / -1.570
Total charge: 0
Gap between HOMO and LUMO (alpha / beta) (eV): 6.62 / 6.43
M (g mol⁻¹): 168.3

***

A is preferred energetically. Next in line: 0.0858 hartree higher.

***

A | DFT (wB97M-V/def2-TZVPD) results for an isolated molecule of C13H18N2O4.

```
37
C13H18N2O4 | the OMol25 dataset | wB97M-V/def2-TZVPD
H 0.97 2.78 0.49
C -3.42 -1.48 -0.18
H -5.49 -1.62 0.85
C -3.63 1.38 0.11
H -0.51 -0.75 -1.80
O 1.40 -2.14 -1.84
H -0.28 -2.80 0.59
C -0.01 -1.79 0.14
C -4.65 0.45 0.56
C -2.32 -0.74 -0.55
H -3.36 -2.61 -0.41
N 0.24 -0.84 1.17
C 3.55 1.90 0.83
O 1.25 0.86 2.02
H 3.31 1.45 -1.31
C -0.97 -1.39 -1.02
O 2.36 -2.40 0.11
C 1.34 -2.21 -0.54
C 2.98 0.99 -0.31
H 3.37 -0.73 0.48
H -1.24 -2.27 -1.65
H 1.19 0.35 -1.17
O 3.59 -0.21 -0.31
N 0.69 2.20 -0.28
H 2.34 -1.92 -2.07
H -5.63 0.91 0.92
H 1.02 2.69 -1.08
H 3.04 2.90 0.83
H -3.43 2.37 0.36
H 3.56 1.38 1.82
C 1.05 0.20 1.01
C -2.45 0.69 -0.31
C 1.41 0.90 -0.24
H 4.65 2.14 0.52
C -4.57 -0.93 0.49
H -1.49 1.31 -0.46
H 0.14 -1.04 2.23
```

Output
E_LUMO (eV): 0.504
Total charge: 0
Gap between HOMO and LUMO (eV): 9.66
Structure (SMILES): C[C@@H](O)[C@H](N)C(=O)N[C@@H](Cc1ccccc1)C(=O)O
M (g mol⁻¹): 266.3

***

B | DFT (wB97M-V/def2-TZVPD) results for an isolated molecule of C13H18N2O4.

```
37
C13H18N2O4 | the OMol25 dataset | wB97M-V/def2-TZVPD
C -1.07 3.81 -1.14
H -0.95 3.83 -2.23
C 3.85 0.73 1.00
H 3.11 -1.67 -1.92
C -2.29 -1.34 0.52
O -0.62 1.73 0.72
H -0.11 3.59 -0.67
H -2.03 -2.11 1.26
C 3.33 -1.00 -1.10
H 5.92 0.41 0.54
C 2.29 -0.44 -0.38
H 4.05 1.41 1.81
H -2.39 -3.08 -1.62
H -3.71 -1.01 -1.06
H -2.95 2.81 -1.08
H -4.37 -1.84 0.35
N -1.99 2.77 -0.76
C 4.90 0.18 0.28
H 1.71 0.87 1.21
H -3.48 -0.13 1.90
C 2.54 0.43 0.67
O 0.41 -1.49 1.30
C -3.50 -1.77 -0.31
H -1.71 0.18 1.95
C 0.11 -1.14 0.19
O 0.99 -0.73 -0.77
O -2.77 1.06 0.41
H 5.45 -1.12 -1.33
N -1.14 -1.17 -0.34
C -2.57 -0.04 1.30
H -4.13 -3.39 -1.59
H -1.42 4.79 -0.80
C -1.69 1.85 0.18
H -3.11 -3.89 -0.24
C 4.64 -0.69 -0.77
C -3.27 -3.12 -0.98
H -1.28 -0.69 -1.21
```

Output
E_LUMO (eV): 0.670
Total charge: 0
Gap between HOMO and LUMO (eV): 9.50
Structure (SMILES): CC[C@H](COC(=O)NC)NC(=O)Oc1ccccc1
M (g mol⁻¹): 266.3

***

B is preferred energetically. Next in line: 0.1276 hartree higher.

***

A | DFT (wB97M-V/def2-TZVPD) results for a structure of composition C19H20ClIN2Ti.

```
44
C19H20ClIN2Ti | the OMol25 dataset | wB97M-V/def2-TZVPD
C -2.32 1.41 -1.03
C 3.23 1.77 -0.32
C 0.67 -3.47 -3.03
H 2.88 -1.58 -1.20
C 2.65 3.12 0.10
N -1.23 0.69 -1.41
H 2.00 3.53 -0.71
H 4.18 1.89 -0.89
C -0.36 -2.55 -3.03
H -2.16 2.16 -0.24
H 1.95 3.02 1.01
H 0.41 -1.53 0.56
C 0.84 -0.44 4.50
H -4.69 0.23 -3.14
C 0.79 -0.84 3.16
C 1.95 -1.89 -1.70
H 2.51 1.19 -0.93
C -0.21 -0.70 0.88
H 1.71 -0.68 5.09
C -0.23 -0.37 2.30
C -1.34 0.26 2.93
C -0.21 0.30 5.06
Ti 0.49 0.69 -0.36
H 3.54 1.15 0.52
C -2.68 -0.58 -2.82
C -3.73 0.32 -2.60
H 0.55 -4.42 -3.55
H -1.33 -2.77 -3.48
C -1.39 -0.38 -2.27
C 1.85 -3.13 -2.35
H 2.69 -3.85 -2.32
C -1.32 0.63 4.28
C -0.23 -1.30 -2.38
H -1.17 -0.64 0.37
H -2.86 -1.48 -3.40
H 3.36 3.93 0.41
C -3.54 1.30 -1.63
H 1.54 -1.52 2.73
N 0.92 -0.97 -1.67
H -2.16 1.21 4.66
H -0.17 0.64 6.09
H -4.30 2.00 -1.31
I -0.29 3.04 1.01
Cl -2.81 0.60 2.09
```

Output
E_LUMO (alpha / beta) (eV): -0.036 / -0.599
Multiplicity: 3
Total charge: 0
Gap between HOMO and LUMO (alpha / beta) (eV): 5.73 / 7.14
M (g mol⁻¹): 486.6

***

B | DFT (wB97M-V/def2-TZVPD) results for a structure of composition C19H20ClIN2Ti.

```
44
C19H20ClIN2Ti | the OMol25 dataset | wB97M-V/def2-TZVPD
C -0.22 0.06 5.22
H 2.10 -4.24 -2.37
C -0.87 -1.80 -2.40
C 4.93 3.51 -0.01
H 1.53 -1.58 2.81
C -2.65 1.22 -1.45
H 5.72 4.09 -0.49
C -1.95 -0.81 -2.35
C 3.74 4.41 0.36
H 2.89 3.82 0.70
C -1.43 0.10 3.11
H 3.42 5.01 -0.49
H -0.15 0.32 6.27
C -0.94 -2.97 -3.17
Ti 0.19 0.24 -0.57
C -0.43 -1.05 1.07
Cl -2.86 0.58 2.21
H -1.82 -3.17 -3.76
N -1.72 0.27 -1.56
C 1.24 -3.58 -2.40
H -4.59 1.95 -2.02
H 4.01 5.10 1.18
C -0.39 -0.63 2.50
C 1.26 -2.40 -1.66
N 0.24 -1.53 -1.65
H -3.32 -1.80 -3.70
C -4.11 0.06 -2.95
H 0.07 -4.78 -3.77
H 2.11 -2.14 -1.04
H -1.35 -1.60 0.76
H -0.05 -2.08 0.89
I -0.02 2.46 0.71
C 0.81 -0.67 4.62
C -3.15 -0.93 -3.06
C -3.86 1.16 -2.13
H -5.05 -0.03 -3.50
H 5.36 3.04 0.88
C -1.33 0.44 4.47
C 0.73 -1.01 3.26
H -2.39 2.05 -0.80
C 0.12 -3.87 -3.17
H 4.62 2.72 -0.69
H 1.67 -0.97 5.20
H -2.13 1.00 4.95
```

Output
E_LUMO (alpha / beta) (eV): -0.239 / -0.610
Multiplicity: 3
Total charge: 0
Gap between HOMO and LUMO (alpha / beta) (eV): 5.62 / 7.34
M (g mol⁻¹): 486.6

***

B is preferred energetically. Next in line: 0.0427 hartree higher.

***

A | DFT (wB97M-V/def2-TZVPD) results for a cluster of 2 separate species, C3H12N2 in total.

```
17
C3H12N2 | the OMol25 dataset | wB97M-V/def2-TZVPD
H 2.42 2.00 -0.49
C -2.84 -0.34 0.04
H -2.45 1.23 1.20
H -2.14 -0.69 -0.74
N -1.96 0.39 0.96
C 1.92 1.16 0.05
H 0.27 -1.25 -0.25
C 1.47 -1.26 -0.23
H 2.02 -2.01 -0.82
N 1.87 -0.01 -0.83
H -3.73 0.13 -0.45
H 1.54 -1.20 0.89
H -1.08 0.64 0.58
H 0.92 1.59 0.14
H -3.33 -1.19 0.51
H 2.49 0.88 0.96
H 2.62 -0.08 -1.49
```

Output
E_LUMO (eV): 1.055
Total charge: 0
Gap between HOMO and LUMO (eV): 9.42
Structure (SMILES): CNC.CN
M (g mol⁻¹): 76.1

***

B | DFT (wB97M-V/def2-TZVPD) results for a cluster of 2 separate species, C3H12N2 in total.

```
17
C3H12N2 | the OMol25 dataset | wB97M-V/def2-TZVPD
C 2.17 -0.83 0.86
H -3.00 0.74 1.14
H 2.33 -1.82 -1.16
N -2.67 0.64 -1.31
H -0.83 0.74 -0.48
C 2.88 -1.65 -0.25
H -2.60 2.33 1.10
H 3.82 -1.17 -0.52
H -3.62 0.67 -0.98
H 1.96 -1.39 1.76
H -1.49 2.32 -0.71
H -2.26 -0.18 -1.71
C -1.75 1.32 -0.38
H 3.16 -2.65 0.10
N -2.25 1.40 0.99
H 1.28 -0.40 0.41
H 2.87 -0.05 1.14
```

Output
E_LUMO (eV): 1.040
Total charge: 0
Gap between HOMO and LUMO (eV): 9.79
Structure (SMILES): NCN.CC
M (g mol⁻¹): 76.1

***

B is preferred energetically. Next in line: 0.0384 hartree higher.

***

A | DFT (wB97M-V/def2-TZVPD) results for an isolated molecule of CH3N5.

```
9
CH3N5 | the OMol25 dataset | wB97M-V/def2-TZVPD
N 2.03 -0.38 -0.14
N -0.23 0.59 0.25
N -1.21 -1.09 -0.10
H 2.29 0.55 -0.12
H -2.35 0.48 -0.07
H 0.01 1.67 -0.20
C 0.80 -0.39 0.25
N -1.34 0.10 -0.04
N 0.00 -1.54 0.17
```

Output
E_LUMO (eV): 0.099
Total charge: 0
Gap between HOMO and LUMO (eV): 8.57
Structure (SMILES): [H]/N=c1/nn[nH][nH]1
M (g mol⁻¹): 85.1

***

B | DFT (wB97M-V/def2-TZVPD) results for an isolated molecule of CH3N5.

```
9
CH3N5 | the OMol25 dataset | wB97M-V/def2-TZVPD
H -1.93 -1.04 -0.20
N -1.48 -0.10 -0.13
N 1.97 -0.75 -0.01
H 0.28 1.81 -0.16
N 1.87 0.56 -0.06
N 0.57 0.87 -0.07
H -1.90 0.15 0.87
N 0.75 -1.25 -0.07
C -0.13 -0.26 -0.16
```

Output
E_LUMO (eV): 0.478
Total charge: 0
Gap between HOMO and LUMO (eV): 10.39
Structure (SMILES): Nc1nnn[nH]1
M (g mol⁻¹): 85.1

***

B is preferred energetically. Next in line: 0.1161 hartree higher.

***

A | DFT (wB97M-V/def2-TZVPD) results for a cluster of 2 separate species, C7H18N3O2S in total.

```
31
C7H18N3O2S | the OMol25 dataset | wB97M-V/def2-TZVPD
C 0.10 0.63 -1.93
H 0.43 1.00 0.59
O 0.77 1.77 1.06
H 0.23 -1.22 0.08
H -0.20 -2.28 1.84
H 1.60 2.65 3.03
C -0.67 -2.89 -0.90
H 3.28 2.94 2.46
H -1.07 -0.68 1.78
N -0.79 -1.62 -0.09
H -2.11 -1.09 -1.67
S 2.51 0.07 -0.46
C -1.08 -1.77 1.37
O 1.61 -0.79 0.41
H -1.97 2.10 0.25
C -1.75 -0.62 -0.74
H -0.26 -2.62 -1.85
C -0.99 0.67 -1.15
N 2.31 2.55 2.34
H -2.01 -2.23 1.54
H -2.59 -0.37 -0.14
H -1.77 -3.10 -1.12
H 0.51 1.51 -2.43
H -1.07 2.74 -1.15
H 3.74 -0.62 -0.11
C 2.08 1.89 1.23
H -2.61 1.99 -1.40
C -1.73 1.96 -0.83
N 3.04 1.40 0.49
H -0.15 -3.71 -0.35
H 0.61 -0.28 -2.17
```

Output
E_LUMO (eV): -2.799
Total charge: +1
Gap between HOMO and LUMO (eV): 9.52
M (g mol⁻¹): 208.3

***

B | DFT (wB97M-V/def2-TZVPD) results for a cluster of 2 separate species, C7H18N3O2S in total.

```
31
C7H18N3O2S | the OMol25 dataset | wB97M-V/def2-TZVPD
H -0.72 1.53 -1.27
C 1.34 -0.77 1.39
S -2.44 -0.91 -1.29
C 1.70 1.38 0.35
H -1.62 -1.55 1.17
H -3.59 -4.23 1.77
H -3.62 -0.35 -1.23
H 1.71 -0.09 -1.88
H 1.23 -1.67 -1.06
O -1.52 -0.37 -0.19
H 0.15 0.16 0.01
C 1.04 2.48 -0.45
H -0.54 3.23 -1.65
H -4.14 -4.34 0.14
H 0.63 -0.30 2.06
C -2.86 -2.86 0.41
H 1.18 -1.94 1.34
C -0.07 2.36 -1.15
H 1.51 1.73 1.45
H 1.86 3.86 0.68
H 2.87 3.62 -0.85
N -3.08 -2.25 -0.72
O -1.85 -2.48 1.31
H 2.78 1.40 0.25
N -3.52 -3.93 0.84
H 2.35 -0.64 1.74
C 1.86 3.79 -0.43
C 1.81 -0.75 -1.11
N 1.17 0.04 0.21
H 2.93 -0.87 -0.86
H 1.45 4.71 -0.95
```

Output
E_LUMO (eV): -2.349
Total charge: +1
Gap between HOMO and LUMO (eV): 10.08
M (g mol⁻¹): 208.3

***

A is preferred energetically. Next in line: 0.0038 hartree higher.

***

A | DFT (wB97M-V/def2-TZVPD) results for the ion C3H7NO3P with charge -1.

```
15
C3H7NO3P | the OMol25 dataset | wB97M-V/def2-TZVPD
O 1.92 -1.09 1.24
O 1.06 0.67 2.86
H -1.54 -0.34 -1.71
C -1.03 0.02 -0.83
H -0.09 -1.99 -0.21
H 0.99 0.20 -1.68
C 0.23 0.85 -1.07
H -1.71 0.75 -0.35
C -0.86 -1.16 0.16
H 1.73 1.50 -0.08
O -0.59 -0.67 1.48
N 0.81 1.32 0.15
P 0.94 -0.03 1.60
H -0.08 1.73 -1.80
H -1.76 -1.76 0.25
```

Output
E_LUMO (eV): 3.962
Total charge: -1
Gap between HOMO and LUMO (eV): 8.53
Structure (SMILES): O=[P@@]1([O-])NCCCO1
M (g mol⁻¹): 136.1

***

B | DFT (wB97M-V/def2-TZVPD) results for a cluster of 2 separate species, C3H7NO3P in total.

```
15
C3H7NO3P | the OMol25 dataset | wB97M-V/def2-TZVPD
H -3.42 0.87 -1.50
C 1.63 -0.36 0.76
N -2.61 0.66 -2.12
C -1.83 -0.50 -1.94
H 1.30 -1.39 0.72
O -2.84 -0.83 1.25
O -1.21 -0.96 -2.86
P -1.56 -1.09 0.57
C 0.47 0.52 0.16
H 0.46 0.33 -0.86
H 2.45 -0.27 0.12
O -0.76 0.36 0.83
H 0.84 1.58 0.23
H 1.82 0.00 1.67
H -2.78 0.71 -3.15
```

Output
E_LUMO (eV): 4.022
Total charge: -1
Gap between HOMO and LUMO (eV): 6.55
M (g mol⁻¹): 136.1

***

A is preferred energetically. Next in line: 0.0928 hartree higher.